{"formula": "C19H27N2O4Rh", "method": "ωB97M-V/def2-TZVPD", "symbols": ["Rh", "C", "O", "C", "C", "O", "C", "C", "O", "C", "H", "H", "H", "H", "H", "H", "H", "H", "H", "H", "H", "H", "H", "H", "C", "C", "C", "C", "C", "C", "N", "N", "C", "C", "C", "C", "C", "C", "H", "H", "H", "H", "H", "H", "H", "H", "H", "C", "O", "H", "H", "H", "H"], "positions_angstrom": [[-0.0547, 0.4287, 0.1381], [-2.3734, 2.4640, 0.8750], [-1.4536, 1.5482, 1.4757], [-2.0485, 0.7816, 2.5215], [-1.0639, -0.2845, 2.9839], [-0.5117, -1.0582, 1.9166], [-1.2453, -2.1978, 1.4671], [-2.4243, -1.8648, 0.5560], [-2.0215, -0.8630, -0.3684], [-3.0139, -0.6075, -1.3620], [-2.7445, 3.1664, 1.6245], [-3.2230, 1.9422, 0.4276], [-1.8282, 3.0084, 0.1068], [-2.9876, 0.3408, 2.1747], [-2.2743, 1.4422, 3.3654], [-1.5506, -0.9392, 3.7112], [-0.1993, 0.1917, 3.4509], [-1.6015, -2.7723, 2.3265], [-0.5114, -2.7940, 0.9203], [-3.2920, -1.5130, 1.1268], [-2.7229, -2.7770, 0.0268], [-3.1729, -1.4874, -1.9919], [-2.6592, 0.2197, -1.9736], [-3.9685, -0.3371, -0.9023], [1.5139, -3.9129, -3.1602], [0.3322, -3.2339, -2.8649], [0.3601, -2.1030, -2.0832], [1.5751, -1.6442, -1.5391], [2.7745, -2.3272, -1.8677], [2.7308, -3.4398, -2.6696], [1.5908, -0.5625, -0.6981], [2.7318, -0.1791, -0.2433], [2.7306, 0.8106, 0.6415], [3.9142, 1.3286, 1.2022], [3.8571, 2.3663, 2.0986], [2.6238, 2.9304, 2.4358], [1.4402, 2.4228, 1.8959], [1.4620, 1.3699, 1.0182], [1.4880, -4.7957, -3.7821], [-0.6040, -3.5955, -3.2657], [-0.5400, -1.5399, -1.8818], [3.6988, -1.9466, -1.4622], [3.6496, -3.9528, -2.9179], [4.8516, 0.8854, 0.8967], [4.7629, 2.7544, 2.5414], [2.5866, 3.7661, 3.1207], [0.4975, 2.8725, 2.1837], [-0.4110, 2.5870, -2.6632], [0.0741, 2.3252, -1.3328], [0.3562, 2.3864, -3.4099], [-0.7293, 3.6284, -2.7354], [-1.2662, 1.9407, -2.8406], [0.8948, 2.8204, -1.2143]], "atomic_forces_ev_per_a": [[0.18, 0.50, 1.12], [-0.25, 0.47, -0.20], [0.49, -0.40, -0.76], [-0.05, -0.54, 0.30], [-0.04, 0.68, 0.31], [0.56, 1.13, -1.44], [-0.23, -0.50, -0.55], [0.09, -0.10, 0.45], [0.22, 0.29, 0.01], [-0.24, 0.06, -0.24], [0.08, -0.08, 0.01], [0.07, -0.11, 0.05], [-0.02, -0.03, 0.09], [0.05, 0.08, -0.08], [0.01, -0.04, -0.07], [0.08, -0.02, -0.06], [-0.09, -0.06, 0.03], [0.12, 0.07, -0.01], [-0.07, 0.03, 0.07], [0.04, 0.00, -0.10], [0.05, 0.05, 0.02], [0.09, 0.03, 0.05], [-0.02, -0.04, 0.00], [0.08, 0.02, 0.05], [-0.13, 0.25, 0.13], [0.27, -0.42, -0.33], [0.45, 0.75, 0.59], [0.11, -2.01, -1.66], [-0.55, 0.65, 0.48], [-0.12, -0.23, -0.19], [1.05, 2.31, 2.26], [-1.19, -2.20, -2.08], [-1.31, 2.12, 1.63], [-0.28, -0.78, -0.71], [-0.41, 0.54, 0.40], [0.60, -0.36, -0.24], [-0.84, 0.23, 0.10], [1.09, -0.66, -0.31], [0.00, -0.04, -0.01], [-0.04, 0.03, -0.03], [-0.04, -0.13, 0.00], [0.10, -0.14, -0.06], [0.00, -0.01, 0.01], [0.08, -0.01, 0.03], [0.03, 0.01, -0.03], [-0.06, 0.00, 0.03], [0.04, 0.01, 0.02], [-0.25, -0.06, -0.49], [0.10, -1.04, 1.00], [0.00, -0.07, 0.08], [0.03, -0.08, 0.09], [0.03, 0.00, 0.03], [0.05, -0.14, 0.24]], "mulliken_charge": [-0.2184, -0.8294, 0.0969, -0.4381, -0.8028, -0.1491, -0.7511, -0.7476, 0.4004, -0.9238, 0.3155, 0.2490, 0.2286, 0.2978, 0.5386, 0.4533, 0.3331, 0.4244, 0.3284, 0.4464, 0.4834, 0.3049, 0.1355, 0.3069, -0.5113, -0.7729, 0.1649, 0.2381, -0.4034, -0.7089, 0.8515, -0.6784, 0.4332, -0.4478, -0.6822, -0.7356, -0.0199, 0.7063, 0.4347, 0.4384, 0.2545, 0.4840, 0.4153, 0.5479, 0.4322, 0.4784, 0.4188, -0.6698, -0.2467, 0.3296, 0.2850, 0.2192, 0.2617], "multiplicity": 1, "total_charge": 2, "e_homo_ev": -14.2}